The following is a DFT calculation (ωB97M-V with the def2-TZVPD basis set) of C2H13MnO9P as an isolated structure at a distorted geometry.

Charge ... -2
HOMO energy (spin up / spin down) ... 0.029 / 0.013 Eh
Energy relative to the best compared isomer or geometry (same formula, charge and spin) ... 0.0 kJ/mol
Spin multiplicity ... 6
Electronic energy ... -61322.175 eV
Gap between HOMO and LUMO (spin up / spin down) ... 4.06 / 4.37 eV

Each line ends with the Mulliken charge.
CARTESIAN COORDINATES (ANGSTROEM)
O (-1.6624, -0.9173, -2.8226)  -0.42
H (-2.5739, -0.9529, -3.1418)  0.43
H (-1.6801, -0.7113, -1.7587)  0.36
H (-1.2282, -0.1237, -3.1909)  0.39
Mn (0.0717, -0.1807, 0.4735)  1.12
C (1.7958, 0.6998, 3.1174)  -0.88
O (1.5994, 0.1463, 1.8904)  -0.75
H (1.0607, 1.5139, 3.2672)  0.23
H (1.7707, 0.0693, 4.0365)  0.21
H (2.7885, 1.2002, 3.2056)  0.23
C (1.9569, 1.4325, -1.7870)  -0.90
O (0.7533, 1.2199, -1.1621)  -0.51
H (2.7427, 0.9163, -1.1859)  0.19
H (2.0057, 0.9920, -2.8134)  0.20
H (2.2791, 2.4915, -1.8556)  0.20
P (-2.4953, 0.6167, -0.1034)  0.93
O (-2.5458, 1.4580, -1.3954)  -0.86
O (-3.8455, 0.4685, 0.5854)  -0.89
O (-1.3838, 1.2735, 0.7447)  -0.71
O (-1.6902, -0.7081, -0.4099)  -0.73
O (-0.8550, -1.4575, 2.0692)  -0.41
H (-1.8096, -1.3749, 2.2031)  0.27
H (-0.5563, -2.1225, 2.6967)  0.21
O (1.0049, -1.6854, -0.6986)  -0.32
H (0.6591, -2.5819, -0.7797)  0.20
H (1.8376, -1.6823, -1.1844)  0.22

---

The following is a DFT calculation (ωB97M-V with the def2-TZVPD basis set) of C2H13N2O3PtS as an isolated structure at a distorted geometry.

Charge ... +1
HOMO energy (spin up / spin down) ... -0.377 / -0.532 Eh
Spin multiplicity ... 5
Electronic energy ... -25474.894 eV
Gap between HOMO and LUMO (spin up / spin down) ... 6.65 / 6.21 eV

Each line ends with the Mulliken charge.
CARTESIAN COORDINATES (ANGSTROEM)
C (1.3488, 1.5728, -0.7126)  -1.16
Pt (-0.1415, 0.2096, -0.8737)  0.91
N (-1.3780, -1.4453, -0.6530)  -0.74
N (0.1677, 0.0974, -2.9583)  -0.77
H (-2.2924, -1.1613, -0.3010)  0.38
H (1.1418, -0.7126, -0.6172)  -0.18
H (1.8074, 1.4161, 0.2725)  0.30
H (0.8849, 2.5675, -0.7373)  0.38
H (2.1398, 1.5155, -1.4723)  0.41
H (-0.7163, 0.3006, -3.4387)  0.39
H (0.5401, -0.7731, -3.3335)  0.33
H (0.8161, 0.8363, -3.2527)  0.36
H (-1.4702, -2.0205, -1.4891)  0.34
H (-1.0091, -2.0274, 0.1037)  0.35
C (0.6175, -0.3201, 2.6961)  -0.82
S (-1.0700, 0.1648, 2.2727)  1.22
O (-1.8650, -1.0327, 2.0061)  -0.60
O (-1.5626, 1.1299, 3.2333)  -0.55
O (-0.8251, 0.9423, 0.9338)  -0.51
H (0.6987, -0.5660, 3.7584)  0.39
H (1.2912, 0.5054, 2.4581)  0.25
H (0.8761, -1.1993, 2.1048)  0.31

---

What is the formula in the second record?
C2H13N2O3PtS

---

The highest electronic energy belongs to which entry?
C2H13N2O3PtS

---

Repeat the second record exactly.
The following is a DFT calculation (ωB97M-V with the def2-TZVPD basis set) of C2H13N2O3PtS as an isolated structure at a distorted geometry.

Charge ... +1
HOMO energy (spin up / spin down) ... -0.377 / -0.532 Eh
Spin multiplicity ... 5
Electronic energy ... -25474.894 eV
Gap between HOMO and LUMO (spin up / spin down) ... 6.65 / 6.21 eV

Each line ends with the Mulliken charge.
CARTESIAN COORDINATES (ANGSTROEM)
C (1.3488, 1.5728, -0.7126)  -1.16
Pt (-0.1415, 0.2096, -0.8737)  0.91
N (-1.3780, -1.4453, -0.6530)  -0.74
N (0.1677, 0.0974, -2.9583)  -0.77
H (-2.2924, -1.1613, -0.3010)  0.38
H (1.1418, -0.7126, -0.6172)  -0.18
H (1.8074, 1.4161, 0.2725)  0.30
H (0.8849, 2.5675, -0.7373)  0.38
H (2.1398, 1.5155, -1.4723)  0.41
H (-0.7163, 0.3006, -3.4387)  0.39
H (0.5401, -0.7731, -3.3335)  0.33
H (0.8161, 0.8363, -3.2527)  0.36
H (-1.4702, -2.0205, -1.4891)  0.34
H (-1.0091, -2.0274, 0.1037)  0.35
C (0.6175, -0.3201, 2.6961)  -0.82
S (-1.0700, 0.1648, 2.2727)  1.22
O (-1.8650, -1.0327, 2.0061)  -0.60
O (-1.5626, 1.1299, 3.2333)  -0.55
O (-0.8251, 0.9423, 0.9338)  -0.51
H (0.6987, -0.5660, 3.7584)  0.39
H (1.2912, 0.5054, 2.4581)  0.25
H (0.8761, -1.1993, 2.1048)  0.31